No. 1
This record from OMol25 describes a structure of composition C21H24N5O7S2TeTl. The level of theory is the ωB97M-V functional and the def2-TZVPD basis.

Results
largest force on an atom: 0.61 eV Å⁻¹
highest occupied orbital energy: -1.592 eV
energy relative to the best compared isomer or geometry (same formula, charge and spin): 0.321 eV
orbital gap: 5.94 eV
net charge: -2

Atoms and positions in Å:
C1 0.86 1.04 -5.05
H1 -1.75 -5.71 2.90
S1 2.90 -0.51 2.62
O1 -0.99 0.30 -2.45
H2 -2.79 -0.57 -0.29
H3 1.58 5.26 1.82
C2 0.17 2.24 -5.22
H4 -3.50 1.70 -0.96
H5 2.37 3.91 -0.06
O2 -0.58 -0.19 2.51
O3 3.48 0.31 -1.78
H6 -0.94 -5.19 5.12
C3 2.36 -1.40 3.91
O4 -2.84 -2.58 3.08
C4 0.33 3.24 -4.26
C5 0.08 0.08 1.55
H7 0.06 -2.81 4.47
C6 -0.59 -3.20 2.55
C7 0.48 3.66 2.75
N1 1.67 1.26 -0.41
H8 1.25 3.82 -2.41
H9 -2.36 0.43 0.93
C8 1.80 1.83 -3.01
C9 -0.21 -4.54 1.92
H10 -0.97 3.46 -6.58
H11 -2.27 -2.81 3.87
H12 -0.17 -6.51 2.90
O5 -2.26 -2.52 0.93
N2 1.98 -2.03 4.81
H13 0.71 -4.96 4.54
C10 1.35 2.11 0.56
Tl1 0.14 -0.88 -0.54
O6 -2.59 1.65 -3.27
H14 -0.44 1.92 -7.26
C11 -0.80 2.41 -6.35
C12 1.14 3.04 -3.16
N3 -2.22 0.23 -0.06
Te1 0.87 -2.99 -1.86
N4 0.55 1.62 1.55
H15 -0.22 4.17 -4.37
C13 1.29 4.22 1.75
C14 -2.46 1.38 -0.92
H16 0.72 0.24 -5.77
H17 -1.86 2.21 -0.55
C15 -1.98 1.08 -2.36
C16 -0.34 -4.83 4.28
H18 0.88 -4.58 1.81
H19 -0.45 1.79 3.31
C17 -0.67 -5.55 2.98
H20 0.14 4.22 3.61
H21 0.12 -2.42 2.28
O7 3.55 2.73 -1.32
N5 -0.63 -3.41 4.01
C18 1.66 0.82 -3.95
H22 -1.75 1.97 -6.07
H23 2.15 -0.13 -3.78
S2 2.78 1.54 -1.57
C19 0.15 2.35 2.61
C20 1.72 3.49 0.69
H24 -0.64 -4.67 0.93
C21 -1.97 -2.73 2.08


No. 2
This record from OMol25 describes a structure of composition C9H21BaO12 at a distorted geometry. The level of theory is the ωB97M-V functional and the def2-TZVPD basis.

Results
largest force on an atom: 6.00 eV Å⁻¹
2S+1: 2
highest occupied orbital energy (spin up / spin down): -8.155 / -8.152 eV
orbital gap (spin up / spin down): 7.93 / 3.59 eV

Atoms and positions in Å:
C1 3.91 3.03 0.80
O1 4.11 -1.55 -2.70
O2 -0.18 -4.02 1.40
H1 -2.47 1.90 -0.68
H2 -1.41 4.31 -1.15
Ba1 1.08 0.08 0.59
H3 -2.09 1.46 -2.27
H4 -0.02 -0.92 -2.93
O3 -0.50 1.87 -1.01
C2 -1.97 3.63 -1.79
H5 -0.60 -2.65 0.23
H6 0.04 -4.96 1.43
H7 -3.15 0.07 2.07
H8 -2.28 1.95 3.19
H9 0.27 -2.73 -2.98
O4 3.86 4.32 0.63
O5 2.93 2.26 0.86
H10 -1.84 -2.91 -1.60
H11 -1.10 -2.03 -3.73
H12 -1.90 -1.07 -1.45
C3 1.02 -3.72 1.80
O6 2.48 0.03 -2.05
C4 3.18 -0.96 -1.90
H13 -2.78 -1.09 3.23
H14 -0.01 2.15 -1.79
C5 -2.40 -0.15 2.82
C6 -1.76 2.13 -1.47
O7 -0.34 -2.07 -0.49
C7 -0.45 -1.92 -2.86
O8 5.06 2.64 0.92
H15 4.45 -2.20 -2.08
H16 -1.77 3.84 -2.84
O9 1.48 -2.58 1.61
O10 1.72 -4.64 2.28
O11 2.81 -1.63 -0.95
H17 -1.83 1.14 4.53
C8 -1.29 -1.96 -1.55
H18 -3.57 1.13 4.15
O12 -1.10 -0.34 2.24
H19 -0.78 -1.00 2.86
H20 -3.01 3.95 -1.89
H21 4.78 4.13 0.81
C9 -2.57 1.05 3.73


No. 3
This record from OMol25 describes the ion C5H12N4O with charge +2 at a distorted geometry. The level of theory is the ωB97M-V functional and the def2-TZVPD basis.

Results
largest force on an atom: 4.96 eV Å⁻¹
highest occupied orbital energy (spin up / spin down): -18.136 / -17.858 eV
energy relative to the best compared isomer or geometry (same formula, charge and spin): 6.231 eV
orbital gap (spin up / spin down): 8.03 / 7.45 eV
net charge: +2

Atoms and positions in Å:
H1 3.50 1.46 -0.11
N1 -0.16 1.31 0.85
H2 -1.48 -2.23 0.26
H3 -2.97 -0.63 0.49
H4 -2.60 1.15 0.65
C1 -2.18 0.13 0.87
H5 4.09 -0.12 -0.44
C2 -0.95 0.35 -1.35
C3 2.02 0.24 0.12
H6 -0.97 -0.56 -1.75
H7 0.26 3.23 0.63
H8 -1.84 0.81 -1.61
H9 -0.05 0.89 -1.53
H10 -0.08 -3.10 0.11
N2 3.29 0.43 -0.16
N3 -0.46 -2.23 0.19
O1 -0.18 2.43 0.20
C4 0.12 -1.04 0.20
C5 -0.76 0.17 0.26
H11 -2.23 0.04 2.02
N4 1.53 -0.94 0.13
H12 2.10 -1.80 -0.03


No. 4
This record from OMol25 describes a structure of composition C3H5O4Yb at a distorted geometry. The level of theory is the ωB97M-V functional and the def2-TZVPD basis.

Results
largest force on an atom: 4.75 eV Å⁻¹
2S+1: 3
highest occupied orbital energy (spin up / spin down): -11.718 / -14.508 eV
energy relative to the best compared isomer or geometry (same formula, charge and spin): 0.000 eV
orbital gap (spin up / spin down): 7.20 / 7.33 eV
net charge: +1

Atoms and positions in Å:
C1 1.08 -1.61 1.97
C2 0.98 -0.20 2.57
O1 -0.03 0.40 1.75
O2 0.97 0.94 -0.76
H1 1.91 0.37 2.47
O3 -1.19 -0.15 -0.08
H2 0.53 -2.35 2.55
H3 2.12 -1.93 1.82
H4 0.64 -0.19 3.61
H5 1.78 0.43 -0.82
O4 0.46 -1.47 0.69
Yb1 -0.83 0.98 -2.22
C3 -0.13 -0.26 0.58


No. 5
This record from OMol25 describes a cluster of 2 separate species, C2H8NO2 in total at a distorted geometry. The level of theory is the ωB97M-V functional and the def2-TZVPD basis.

Results
largest force on an atom: 4.25 eV Å⁻¹
highest occupied orbital energy: -3.061 eV
energy relative to the best compared isomer or geometry (same formula, charge and spin): 1.576 eV
orbital gap: 7.21 eV
net charge: -1

Atoms and positions in Å:
H1 -0.80 0.50 -0.84
C1 0.56 -0.44 0.91
H2 -0.63 -2.07 0.23
H3 -1.67 -0.63 0.97
H4 -0.39 -0.75 -1.80
C2 -0.77 -0.99 0.32
H5 0.86 2.07 -1.72
H6 0.69 -1.09 1.84
N1 -1.09 -0.41 -1.07
H7 0.94 1.32 0.63
O1 0.72 0.80 1.48
O2 0.12 2.41 -1.13
H8 1.45 -0.73 0.16


No. 6
This record from OMol25 describes a cluster of 2 separate species, C2H6O3 in total. The level of theory is the ωB97M-V functional and the def2-TZVPD basis.

Results
largest force on an atom: 0.93 eV Å⁻¹
highest occupied orbital energy: -10.783 eV
structure (SMILES): CC(=O)O.O
energy relative to the best compared isomer or geometry (same formula, charge and spin): 0.273 eV
orbital gap: 11.35 eV

Atoms and positions in Å:
O1 0.26 -1.25 -1.33
O2 0.08 0.55 -0.05
O3 1.84 2.79 0.06
H1 1.11 3.16 0.56
C1 -1.21 -1.33 0.56
C2 -0.25 -0.58 -0.30
H2 -1.29 -0.72 1.46
H3 -0.78 -2.30 0.79
H4 0.90 -0.65 -1.73
H5 1.49 1.91 -0.10
H6 -2.15 -1.57 0.07


No. 7
This record from OMol25 describes a structure of composition C14H19BrV at a distorted geometry. The level of theory is the ωB97M-V functional and the def2-TZVPD basis.

Results
largest force on an atom: 7.52 eV Å⁻¹
2S+1: 4
highest occupied orbital energy (spin up / spin down): 0.574 / 0.413 eV
orbital gap (spin up / spin down): 4.53 / 4.66 eV
net charge: -2

Atoms and positions in Å:
H1 -1.28 1.10 5.22
H2 -3.17 0.72 0.64
H3 -0.57 -0.80 -2.48
C1 0.99 0.64 3.77
Br1 1.04 -2.16 1.50
C2 -1.27 1.52 4.21
C3 2.72 0.13 -0.47
C4 1.20 1.28 -1.78
H4 0.90 2.97 -0.32
H5 0.50 1.55 -2.57
H6 -2.64 -1.90 1.21
H7 1.02 0.20 4.78
H8 1.45 1.63 3.85
H9 2.69 1.63 1.21
H10 0.21 2.18 1.76
C5 1.97 0.09 -1.69
H11 1.96 -0.73 -2.40
H12 -0.89 2.55 4.28
V1 -0.64 -0.46 0.38
C6 -0.43 0.73 3.23
C7 -2.40 -1.38 0.29
C8 -1.53 -1.86 -0.75
C9 1.44 2.06 -0.61
H13 1.66 0.01 3.17
C10 2.37 1.35 0.21
H14 -1.54 1.83 1.67
H15 -2.31 1.59 3.88
C11 -1.22 -0.76 -1.61
H16 -1.07 -2.83 -0.86
C12 -2.63 0.01 0.02
C13 -1.90 0.37 -1.15
H17 -0.83 -0.28 3.20
H18 3.38 -0.64 -0.08
H19 -1.84 1.36 -1.61
C14 -0.54 1.38 1.88


No. 8
This record from OMol25 describes a cluster of 2 separate species, C3H5NO in total at a distorted geometry. The level of theory is the ωB97M-V functional and the def2-TZVPD basis.

Results
largest force on an atom: 2.70 eV Å⁻¹
highest occupied orbital energy: -9.877 eV
energy relative to the best compared isomer or geometry (same formula, charge and spin): 1.570 eV
orbital gap: 10.62 eV

Atoms and positions in Å:
C1 1.69 -0.45 0.84
H1 -0.90 1.35 0.97
N1 -0.36 1.63 0.14
H2 0.57 0.76 -1.44
C2 -0.05 0.61 -0.55
H3 -1.39 -0.83 -1.37
O1 2.08 -0.16 1.86
C3 -0.71 -0.73 -0.48
H4 0.24 -1.41 -0.39
H5 -1.34 -0.85 0.42